Entry 1:
Formula: C22H59N6O9
Source: OMol25
Level of theory: ωB97M-V/def2-TZVPD

For the HOMO energy, the calculation gives -0.173 Eh. The value obtained for the energy relative to the best compared isomer or geometry (same formula, charge and spin) is 0.0 kJ/mol. Its total charge is -1. The value obtained for the total energy is -51132.2714 eV. For the orbital gap, the calculation gives 7.22 eV.

```
96
Properties=species:S:1:pos:R:3:mulliken_charge:R:1
N -0.86 -0.97 -0.18 0.812
O -2.08 -1.22 -0.38 -0.599
O -0.42 0.22 -0.26 -0.530
O -0.04 -1.89 0.04 -0.671
C -1.08 6.68 1.47 -0.857
O -0.59 5.36 1.58 -0.236
C -0.15 4.87 0.30 -0.913
C 0.46 3.49 0.48 0.284
N 1.33 3.44 1.68 0.026
C 2.72 3.69 1.35 0.072
C 3.57 3.59 2.59 -0.676
O 2.90 4.33 3.62 -0.148
C 3.79 4.84 4.57 -0.955
H -0.32 7.34 1.04 0.332
H -1.26 7.02 2.49 0.222
H -1.99 6.68 0.87 0.300
H 0.56 5.63 -0.06 0.361
H -1.01 4.89 -0.38 0.486
H 1.09 3.26 -0.38 -0.183
H -0.33 2.75 0.55 -0.008
H 0.95 4.18 2.25 0.314
H 2.89 4.61 0.76 0.317
H 3.01 2.97 0.58 -0.345
H 4.59 3.97 2.45 0.462
H 3.67 2.57 2.98 0.282
H 3.29 5.28 5.44 0.253
H 4.52 5.50 4.10 0.318
H 4.33 4.02 5.07 0.351
C -3.19 0.83 2.32 -1.451
C -1.76 0.77 2.85 1.308
C -1.44 1.70 4.03 -0.913
O -0.02 1.67 4.16 -0.294
C 0.33 2.59 5.17 -0.720
N -1.56 -0.62 3.20 -0.561
H -3.88 0.62 3.14 0.424
H -3.24 0.21 1.43 0.222
H -3.46 1.83 1.94 0.320
H -1.07 1.12 2.08 -0.303
H -1.88 1.30 4.95 0.374
H -1.87 2.69 3.80 0.271
H 0.38 3.63 4.85 0.214
H 1.30 2.35 5.63 0.261
H -0.30 2.56 6.07 0.351
H -0.67 -0.80 3.64 0.227
H -2.26 -1.04 3.80 0.246
C -1.83 -3.31 -4.23 -1.268
C -0.55 -2.71 -3.64 0.830
C 0.71 -2.81 -4.53 -0.586
O 0.96 -4.14 -4.95 -0.379
C 1.01 -5.16 -3.97 -0.406
N -0.84 -1.29 -3.39 -0.898
H -1.91 -3.05 -5.29 0.298
H -2.68 -2.86 -3.71 0.402
H -1.88 -4.38 -4.06 0.138
H -0.27 -3.19 -2.69 0.274
H 1.50 -2.28 -3.99 0.107
H 0.53 -2.30 -5.47 0.366
H 1.22 -6.10 -4.49 0.234
H 0.07 -5.35 -3.46 0.072
H 1.87 -4.93 -3.33 0.293
H -0.02 -0.76 -3.10 0.324
H -1.38 -1.26 -2.52 0.175
C 2.69 -0.54 -1.48 -1.082
C 3.98 0.27 -1.36 0.640
C 4.09 1.48 -2.24 -0.606
O 4.42 1.13 -3.59 -0.408
C 5.77 0.87 -3.85 -0.748
N 4.15 0.66 0.06 -0.571
H 1.87 0.18 -1.40 0.026
H 2.73 -1.40 -0.82 0.408
H 2.63 -0.89 -2.51 0.016
H 4.79 -0.43 -1.62 0.312
H 4.85 2.18 -1.89 0.524
H 3.20 2.11 -2.36 0.089
H 5.84 -0.02 -4.49 0.252
H 6.32 0.63 -2.94 0.342
H 6.22 1.66 -4.47 0.251
H 4.82 1.42 0.20 0.224
H 4.67 -0.04 0.58 0.246
C -6.54 -4.14 0.04 -1.493
C -5.09 -4.51 0.43 0.396
C -4.36 -4.97 -0.82 -0.687
O -3.11 -5.55 -0.55 -0.332
C -2.72 -6.45 -1.57 -0.410
N -4.41 -3.35 1.01 -0.478
H -7.05 -3.74 0.92 0.397
H -7.09 -4.99 -0.39 0.417
H -6.60 -3.32 -0.68 0.300
H -5.16 -5.31 1.17 0.276
H -4.28 -4.25 -1.65 0.278
H -5.07 -5.69 -1.27 0.378
H -1.80 -6.93 -1.23 0.264
H -2.51 -5.85 -2.45 0.029
H -3.44 -7.26 -1.73 0.334
H -4.95 -2.99 1.80 0.238
H -4.34 -2.60 0.34 0.157
```

Entry 2:
Formula: C22H60F2N5O30S8
Source: OMol25
Level of theory: ωB97M-V/def2-TZVPD

For the HOMO energy, the calculation gives -0.334 Eh. The value obtained for the energy relative to the best compared isomer or geometry (same formula, charge and spin) is 292.2 kJ/mol. Its total charge is -1. The value obtained for the total energy is -184766.3370 eV. For the orbital gap, the calculation gives 10.57 eV.

```
127
Properties=species:S:1:pos:R:3:mulliken_charge:R:1
N -0.26 1.57 0.15 0.122
S -1.07 0.37 -0.35 0.177
O -2.17 -0.05 0.49 0.066
O -0.44 -0.63 -1.16 -0.365
F -1.90 1.19 -1.46 -0.409
S 0.76 0.66 1.15 0.829
O 2.03 0.30 0.60 -0.312
O 0.19 -0.21 2.12 -0.488
F 1.24 1.90 2.07 -0.397
C -0.30 4.15 -1.42 0.889
N -0.28 4.79 -2.73 0.866
O 0.13 5.94 -2.79 -0.599
O -0.45 4.08 -3.71 -0.498
H -1.14 3.47 -1.33 -0.342
H -0.23 4.92 -0.66 0.303
H 0.56 3.49 -1.46 -0.636
C 2.89 -2.76 -1.11 -0.676
N 2.02 -2.59 0.15 0.740
O 2.59 -2.42 1.22 -0.434
O 0.85 -2.88 0.00 -0.192
H 3.10 -1.70 -1.27 0.140
H 2.30 -3.24 -1.87 0.170
H 3.77 -3.35 -0.86 0.286
C 3.54 -0.42 3.65 -0.263
N 4.75 -1.16 4.13 0.951
O 5.21 -0.79 5.21 -0.589
O 5.20 -2.09 3.51 -0.553
H 2.70 -1.11 3.64 -0.017
H 3.77 -0.14 2.62 0.098
H 3.39 0.45 4.27 0.336
C -1.02 1.06 -5.04 -0.597
N -2.38 0.61 -5.58 1.051
O -3.00 1.46 -6.19 -0.602
O -2.72 -0.52 -5.34 -0.574
H -1.05 0.83 -3.97 0.015
H -0.95 2.14 -5.05 0.358
H -0.27 0.43 -5.49 0.314
O -6.73 -0.82 3.55 -0.610
S -5.52 -1.43 4.04 1.141
O -5.39 -1.78 5.42 -0.642
O -5.24 -2.77 3.13 -0.396
C -5.55 -2.67 1.73 -0.549
C -4.31 -2.83 0.90 -0.392
C -4.07 -0.44 3.65 0.041
H -6.01 -1.70 1.53 0.312
H -6.27 -3.45 1.46 0.404
H -4.54 -2.97 -0.16 0.373
H -3.69 -3.69 1.20 0.445
H -3.57 -2.02 0.98 -0.277
H -4.11 0.28 4.46 0.574
H -4.26 -0.06 2.65 -0.337
H -3.20 -1.10 3.66 -0.114
O -1.54 -4.08 -4.60 -0.655
S -2.26 -4.28 -3.38 1.315
O -3.69 -4.42 -3.30 -0.639
O -1.65 -5.59 -2.66 -0.405
C -0.32 -5.64 -2.21 0.289
C 0.22 -7.05 -2.37 -1.556
C -1.79 -2.98 -2.26 0.227
H -0.28 -5.47 -1.13 0.171
H 0.41 -5.03 -2.75 0.291
H 1.20 -7.17 -1.91 0.379
H 0.29 -7.32 -3.43 0.376
H -0.47 -7.76 -1.92 0.354
H -2.49 -2.87 -1.43 -0.202
H -2.01 -2.04 -2.77 0.142
H -0.82 -3.19 -1.83 -0.103
O -4.36 4.54 1.37 -0.683
S -4.10 3.31 2.07 1.234
O -4.59 3.15 3.41 -0.648
O -4.74 2.10 1.24 -0.260
C -4.79 2.19 -0.20 0.254
C -5.12 0.81 -0.72 -0.981
C -2.34 2.84 1.88 0.040
H -3.88 2.59 -0.67 -0.226
H -5.50 2.99 -0.45 0.461
H -6.20 0.72 -0.84 0.431
H -5.00 -0.06 -0.06 -0.014
H -4.56 0.64 -1.64 0.307
H -1.57 3.37 2.44 0.566
H -2.18 3.00 0.82 -0.331
H -2.37 1.78 2.11 -0.179
O 1.05 -6.96 5.65 -0.619
S 0.86 -6.38 4.35 1.161
O 0.15 -7.08 3.30 -0.617
O 0.15 -4.93 4.47 -0.315
C -0.43 -4.38 3.29 -0.223
C -0.81 -2.92 3.48 -0.518
C 2.50 -5.89 3.72 -0.585
H -1.31 -4.95 2.98 0.296
H 0.26 -4.48 2.45 0.212
H 0.01 -2.21 3.53 -0.004
H -1.47 -2.77 4.34 0.533
H -1.50 -2.69 2.66 -0.075
H 2.86 -5.30 4.56 0.312
H 2.29 -5.24 2.87 0.024
H 2.93 -6.86 3.53 0.399
O 1.44 2.27 -4.41 -0.503
S 2.51 1.45 -3.90 1.312
O 2.40 0.01 -4.07 -0.711
O 3.96 1.92 -4.49 -0.388
C 4.22 3.32 -4.57 0.007
C 4.66 3.70 -5.97 -1.442
C 2.93 1.85 -2.17 0.109
H 5.04 3.54 -3.88 0.284
H 3.33 3.91 -4.30 0.327
H 4.76 4.78 -6.10 0.382
H 3.88 3.48 -6.71 0.329
H 5.52 3.11 -6.29 0.336
H 3.19 2.91 -2.12 0.017
H 3.69 1.24 -1.67 0.452
H 2.04 1.62 -1.59 -0.540
O 4.17 5.15 -1.57 -0.569
S 4.42 5.10 -0.15 1.247
O 5.77 4.85 0.29 -0.687
O 3.92 6.52 0.55 -0.315
C 4.36 6.87 1.87 -0.261
C 3.25 6.62 2.86 -1.038
C 3.14 4.03 0.57 -0.567
H 4.45 7.96 1.85 0.280
H 5.30 6.39 2.12 0.295
H 3.45 7.22 3.76 0.391
H 3.17 5.58 3.15 0.319
H 2.31 7.00 2.46 0.271
H 3.41 2.98 0.46 0.143
H 2.17 4.09 0.09 0.174
H 3.18 4.21 1.64 0.274
```

Entry 3:
Formula: C22H60F3K2O26P6
Source: OMol25
Level of theory: ωB97M-V/def2-TZVPD

As for the expectation value of S²: 0.7551. For the HOMO energy (spin up / spin down), the calculation gives -0.513 / -0.513 Eh. Its spin multiplicity is 2. Its total charge is +2. The value obtained for the total energy is -173552.1917 eV. For the orbital gap (spin up / spin down), the calculation gives 8.01 / 4.82 eV.

```
119
Properties=species:S:1:pos:R:3:lowdin_spin:R:1
K -3.41 0.41 1.98 -0.001
K -0.17 3.84 2.15 -0.002
C 0.59 0.51 1.03 0.016
O 0.67 1.70 0.33 0.101
O -0.57 0.93 1.85 0.839
C 0.48 -0.59 -0.10 -0.001
F -0.62 -0.33 -0.79 0.000
F 1.47 -0.51 -0.97 -0.001
F 0.41 -1.87 0.29 0.001
C 1.82 2.30 0.03 0.017
C 1.35 3.44 -0.69 0.003
H 2.23 4.09 -0.77 0.001
H 0.99 3.13 -1.67 0.000
H 0.57 4.01 -0.20 0.000
H 2.58 1.71 -0.51 0.006
H 2.42 2.74 0.83 0.003
H 1.49 0.32 1.61 0.009
C -1.52 -1.99 3.38 0.005
O -2.72 -2.68 3.86 0.002
P -3.73 -1.97 4.94 0.000
O -4.39 -0.64 4.49 0.000
O -2.86 -1.90 6.39 0.000
C -3.53 -1.45 7.58 0.000
O -4.72 -3.14 5.23 0.000
C -4.10 -4.29 6.02 0.000
H -1.64 -1.68 2.34 0.002
H -0.69 -2.68 3.27 0.000
H -1.05 -1.19 3.96 0.002
H -3.70 -2.13 8.42 0.000
H -4.36 -0.83 7.25 0.000
H -2.81 -0.78 8.05 0.000
H -4.52 -4.46 7.01 0.000
H -3.03 -4.10 6.03 0.000
H -4.35 -5.25 5.56 0.000
C 4.97 -0.59 4.46 0.000
O 4.45 0.05 3.25 0.000
P 5.47 0.75 2.16 0.000
O 6.88 0.22 2.21 0.000
O 5.22 2.35 2.36 0.000
C 5.94 3.21 1.51 0.000
O 4.85 0.54 0.71 0.000
C 4.73 -0.83 0.28 0.000
H 5.20 -1.64 4.26 0.000
H 4.30 -0.61 5.32 0.000
H 5.95 -0.29 4.84 0.000
H 5.45 4.17 1.35 0.000
H 6.15 2.82 0.52 0.000
H 6.80 3.43 2.14 0.000
H 5.39 -1.06 -0.55 0.000
H 3.72 -0.94 -0.10 0.000
H 5.03 -1.61 0.98 0.000
C 4.66 3.68 -2.69 0.000
O 3.65 3.84 -3.56 0.000
P 3.33 2.89 -4.75 0.000
O 2.26 3.47 -5.60 0.000
O 4.85 2.66 -5.39 0.000
C 5.50 3.81 -5.90 0.000
O 2.92 1.57 -3.90 0.000
C 1.61 0.91 -3.95 0.000
H 5.27 4.56 -2.49 0.000
H 5.18 2.74 -2.87 0.000
H 4.10 3.54 -1.76 0.000
H 4.99 4.77 -6.01 0.000
H 6.03 3.53 -6.81 0.000
H 6.30 4.04 -5.19 0.000
H 1.58 -0.14 -3.64 0.000
H 1.27 1.00 -4.98 0.000
H 0.92 1.49 -3.34 0.000
C -3.99 6.84 -3.21 0.000
O -3.67 5.59 -2.86 0.000
P -2.38 4.80 -3.50 0.000
O -1.12 5.49 -3.09 0.000
O -2.59 3.20 -2.93 0.000
C -2.74 2.95 -1.56 0.000
O -2.82 4.76 -5.03 0.000
C -2.24 4.08 -6.10 0.000
H -3.04 7.34 -3.39 0.000
H -4.39 7.35 -2.34 0.000
H -4.51 6.92 -4.17 0.000
H -3.73 2.53 -1.37 0.000
H -2.88 3.82 -0.93 0.000
H -2.01 2.29 -1.08 0.000
H -2.87 3.98 -6.98 0.000
H -1.91 3.12 -5.68 0.000
H -1.46 4.78 -6.39 0.000
C -6.32 1.03 -1.92 0.000
O -5.28 0.19 -2.48 0.000
P -4.53 -1.01 -1.71 0.000
O -3.95 -0.75 -0.34 0.000
O -5.69 -2.18 -1.62 0.000
C -5.50 -3.35 -0.80 0.000
O -3.48 -1.66 -2.74 0.000
C -2.48 -2.66 -2.38 0.000
H -7.33 0.65 -1.77 0.000
H -6.43 1.90 -2.58 0.000
H -6.14 1.55 -0.98 0.000
H -5.02 -4.20 -1.29 0.000
H -6.49 -3.67 -0.47 0.000
H -4.87 -3.22 0.08 0.000
H -2.77 -3.68 -2.64 0.000
H -2.17 -2.61 -1.33 0.000
H -1.58 -2.60 -2.99 0.000
C 1.64 -7.19 0.41 0.000
O 1.50 -6.88 1.75 0.000
P 0.83 -5.51 2.29 0.000
O 0.96 -5.16 3.75 0.000
O 1.37 -4.33 1.34 0.000
C 2.67 -3.83 1.35 0.000
O -0.68 -5.55 1.81 0.000
C -1.65 -6.19 2.55 0.000
H 2.54 -6.67 0.10 0.000
H 0.77 -6.89 -0.18 0.000
H 1.77 -8.26 0.24 0.000
H 3.13 -4.02 0.38 0.000
H 3.26 -4.35 2.11 0.000
H 2.65 -2.75 1.48 0.000
H -1.26 -6.87 3.31 0.000
H -2.32 -6.66 1.83 0.000
H -2.32 -5.45 2.98 0.000
```

Entry 4:
Formula: C22H60N2O9
Source: OMol25
Level of theory: ωB97M-V/def2-TZVPD

For the HOMO energy, the calculation gives -0.327 Eh. The value obtained for the energy relative to the best compared isomer or geometry (same formula, charge and spin) is 197.4 kJ/mol. Its total charge is 0. The value obtained for the total energy is -45189.5799 eV. As for the SMILES: COCCNCCOC.COCCNCCOC.CCO.CCO.CCO.CCO.CCO. For the orbital gap, the calculation gives 9.36 eV.

```
93
Properties=species:S:1:pos:R:3:mulliken_charge:R:1
C -14.80 5.14 1.35 -0.856
O -15.14 4.95 0.00 -0.167
C -14.12 5.22 -0.99 -0.765
C -14.64 4.91 -2.39 -0.529
N -14.86 3.50 -2.54 -0.384
C -15.42 3.11 -3.83 -0.621
C -16.11 1.76 -3.67 -0.850
O -17.23 1.71 -2.80 -0.114
C -17.88 0.40 -2.69 -0.872
H -14.70 6.18 1.68 0.326
H -13.90 4.62 1.68 0.345
H -15.56 4.73 2.00 0.241
H -13.19 4.69 -0.77 0.407
H -13.92 6.29 -1.00 0.392
H -13.86 5.22 -3.09 0.365
H -15.57 5.46 -2.52 0.308
H -15.46 3.19 -1.78 0.281
H -14.61 3.03 -4.56 0.415
H -16.11 3.79 -4.34 0.297
H -15.44 0.91 -3.56 0.526
H -16.56 1.59 -4.65 0.412
H -18.16 0.05 -3.69 0.344
H -18.77 0.52 -2.06 0.154
H -17.15 -0.33 -2.34 0.416
C -26.73 3.43 -4.36 -0.827
O -25.58 2.90 -5.05 -0.326
C -24.59 3.88 -5.41 -0.270
C -23.68 3.25 -6.49 -0.732
N -22.49 4.04 -6.82 -0.578
C -21.62 3.24 -7.67 -0.114
C -20.49 4.20 -8.17 -0.860
O -20.94 5.22 -9.13 -0.291
C -21.03 4.73 -10.47 -0.774
H -27.30 4.05 -5.05 0.354
H -26.47 3.94 -3.43 0.302
H -27.34 2.56 -4.12 0.267
H -23.99 4.24 -4.57 0.162
H -25.11 4.78 -5.75 0.484
H -24.27 3.11 -7.40 0.501
H -23.29 2.29 -6.17 0.161
H -22.59 4.97 -7.19 0.391
H -22.16 2.73 -8.47 0.477
H -21.17 2.45 -7.07 0.013
H -19.75 3.57 -8.66 0.532
H -19.90 4.68 -7.39 0.086
H -21.82 4.00 -10.66 0.293
H -20.09 4.31 -10.84 0.323
H -21.31 5.62 -11.04 0.265
C -21.10 7.43 -4.45 -0.691
C -20.75 7.24 -5.95 0.371
O -21.37 8.17 -6.78 -0.550
H -20.57 6.68 -3.86 -0.035
H -22.16 7.35 -4.23 0.240
H -20.71 8.40 -4.13 0.379
H -21.14 6.29 -6.31 -0.389
H -19.67 7.27 -6.10 0.380
H -20.74 8.87 -6.94 0.326
C -23.06 -1.06 -4.22 -1.199
C -21.75 -0.79 -4.91 0.700
O -21.76 -1.33 -6.21 -0.583
H -23.20 -2.14 -4.10 0.388
H -23.97 -0.62 -4.63 0.301
H -23.09 -0.71 -3.19 0.189
H -20.87 -1.13 -4.36 0.304
H -21.64 0.29 -4.94 -0.339
H -20.90 -1.24 -6.62 0.302
C -23.07 3.07 -1.04 -0.940
C -23.27 1.72 -1.76 -0.267
O -21.97 1.50 -2.21 -0.343
H -22.45 2.96 -0.15 0.153
H -24.05 3.42 -0.71 0.457
H -22.72 3.83 -1.73 0.155
H -24.03 1.74 -2.53 0.218
H -23.62 0.91 -1.12 0.412
H -21.80 2.11 -2.93 0.209
C -19.45 3.65 -3.21 -0.461
C -20.08 3.20 -4.52 -0.010
O -21.50 3.16 -4.38 0.361
H -19.64 2.97 -2.38 -0.088
H -19.77 4.63 -2.86 0.303
H -18.38 3.69 -3.41 -0.183
H -19.75 2.20 -4.80 0.206
H -19.75 3.85 -5.33 -0.019
H -21.90 3.35 -5.23 -0.167
C -18.23 4.23 0.71 -0.953
C -19.68 3.68 0.62 -0.106
O -20.30 3.68 1.90 -0.595
H -17.57 3.49 1.16 0.322
H -18.13 5.10 1.35 0.383
H -17.80 4.42 -0.27 0.224
H -19.59 2.67 0.23 0.172
H -20.22 4.24 -0.15 0.199
H -19.91 2.97 2.41 0.352
```